1.
# C5H12N3OS

A cluster of 2 separate species, C5H12N3OS in total (ωB97M-V/def2-TZVPD, the Open Molecules 2025 dataset).

## Properties
Max |F| = 0.0734 hartree/bohr
Gap between HOMO and LUMO = 10.0 eV
Charge = +1
E = -22724.504 eV
ΔE to the lowest compared entry with this formula, charge and spin = 0.3886 eV
LUMO = -2.68 eV

Cartesian coordinates (Å):
C 0.0733 -2.2298 -0.3340
C 1.9292 1.5709 -2.1697
C -2.6836 -0.1967 0.8312
C 1.1495 1.9251 -0.9580
C -1.5726 -0.8841 1.1078
N 1.2225 0.9619 0.2007
N -1.0204 -2.0221 0.4131
N -0.6139 -0.2681 1.9363
O 0.9745 -1.4612 -0.6054
S 0.1926 1.1324 -2.3555
H 0.0370 -3.1967 -0.6420
H 2.3936 2.2589 -2.8577
H 2.2906 0.6140 -2.0199
H -3.2429 -0.5126 -0.0194
H -2.7630 0.7748 1.4197
H 1.0234 2.9715 -0.7422
H 1.9118 1.1313 0.8759
H 1.0714 -0.0322 -0.1780
H -1.6526 -2.8363 0.4368
H -1.0118 0.3844 2.6552
H 0.2938 0.8760 0.5815
H -0.0024 -0.9613 2.4237



2.
# C5H12N3S

The ion C5H12N3S with charge +1 (ωB97M-V/def2-TZVPD, the Open Molecules 2025 dataset).

## Properties
Max |F| = 0.0911 hartree/bohr
Gap between HOMO and LUMO = 10.0 eV
SMILES = CC[C@@]1(S)N=NC[N@H+]1C
Charge = +1
E = -20675.499 eV
ΔE to the lowest compared entry with this formula, charge and spin = 3.3539 eV
LUMO = -3.73 eV

Cartesian coordinates (Å):
C 2.5589 0.6781 -0.3894
C 1.3180 0.1119 0.2739
C 0.0726 0.3669 -0.5965
S -0.0169 2.1602 -1.1915
N 0.0385 -0.2656 -1.8266
N -0.8652 -1.0276 -2.0258
C -1.8982 -0.9809 -1.1026
N -1.3533 -0.0193 0.0297
C -1.5621 -0.5356 1.3518
H 2.6539 0.4503 -1.4575
H 3.4572 0.2214 0.1562
H 2.5207 1.8056 -0.2590
H 1.1059 0.4267 1.3082
H 1.4211 -0.9297 0.2226
H 0.8946 1.8351 -2.2564
H -2.7975 -0.7412 -1.6940
H -2.1909 -1.9022 -0.6507
H -2.0023 0.7768 -0.0397
H -0.8641 -1.4621 1.4168
H -1.3327 0.0949 2.1247
H -2.6301 -0.8087 1.4750



What did the second record say?
# C5H12N3S

The ion C5H12N3S with charge +1 (ωB97M-V/def2-TZVPD, the Open Molecules 2025 dataset).

## Properties
Max |F| = 0.0911 hartree/bohr
Gap between HOMO and LUMO = 10.0 eV
SMILES = CC[C@@]1(S)N=NC[N@H+]1C
Charge = +1
E = -20675.499 eV
ΔE to the lowest compared entry with this formula, charge and spin = 3.3539 eV
LUMO = -3.73 eV

Cartesian coordinates (Å):
C 2.5589 0.6781 -0.3894
C 1.3180 0.1119 0.2739
C 0.0726 0.3669 -0.5965
S -0.0169 2.1602 -1.1915
N 0.0385 -0.2656 -1.8266
N -0.8652 -1.0276 -2.0258
C -1.8982 -0.9809 -1.1026
N -1.3533 -0.0193 0.0297
C -1.5621 -0.5356 1.3518
H 2.6539 0.4503 -1.4575
H 3.4572 0.2214 0.1562
H 2.5207 1.8056 -0.2590
H 1.1059 0.4267 1.3082
H 1.4211 -0.9297 0.2226
H 0.8946 1.8351 -2.2564
H -2.7975 -0.7412 -1.6940
H -2.1909 -1.9022 -0.6507
H -2.0023 0.7768 -0.0397
H -0.8641 -1.4621 1.4168
H -1.3327 0.0949 2.1247
H -2.6301 -0.8087 1.4750



Copy entry 2 word for word.
# C5H12N3S

The ion C5H12N3S with charge +1 (ωB97M-V/def2-TZVPD, the Open Molecules 2025 dataset).

## Properties
Max |F| = 0.0911 hartree/bohr
Gap between HOMO and LUMO = 10.0 eV
SMILES = CC[C@@]1(S)N=NC[N@H+]1C
Charge = +1
E = -20675.499 eV
ΔE to the lowest compared entry with this formula, charge and spin = 3.3539 eV
LUMO = -3.73 eV

Cartesian coordinates (Å):
C 2.5589 0.6781 -0.3894
C 1.3180 0.1119 0.2739
C 0.0726 0.3669 -0.5965
S -0.0169 2.1602 -1.1915
N 0.0385 -0.2656 -1.8266
N -0.8652 -1.0276 -2.0258
C -1.8982 -0.9809 -1.1026
N -1.3533 -0.0193 0.0297
C -1.5621 -0.5356 1.3518
H 2.6539 0.4503 -1.4575
H 3.4572 0.2214 0.1562
H 2.5207 1.8056 -0.2590
H 1.1059 0.4267 1.3082
H 1.4211 -0.9297 0.2226
H 0.8946 1.8351 -2.2564
H -2.7975 -0.7412 -1.6940
H -2.1909 -1.9022 -0.6507
H -2.0023 0.7768 -0.0397
H -0.8641 -1.4621 1.4168
H -1.3327 0.0949 2.1247
H -2.6301 -0.8087 1.4750



gap between HOMO and LUMO of number 1 (C5H12N3OS)?
10.0 eV



E of number 1 (C5H12N3OS)?
-22724.504 eV